Entry 1:
{"formula": "C31H34CrN7O4S", "method": "ωB97M-V with the def2-TZVPD basis set", "molar_mass_da": 652.7, "spin_multiplicity": 4, "gap_ev": [7.65, 7.51], "fmax_ev_per_a": 0.864, "symbols": ["Cr", "C", "N", "C", "C", "C", "N", "C", "C", "C", "C", "C", "C", "C", "O", "C", "C", "C", "N", "C", "C", "C", "C", "C", "C", "C", "O", "H", "H", "H", "H", "H", "H", "H", "H", "H", "H", "H", "H", "H", "H", "H", "H", "H", "H", "H", "H", "H", "H", "H", "H", "H", "N", "C", "C", "C", "C", "C", "C", "S", "O", "O", "N", "C", "N", "C", "C", "C", "N", "H", "H", "H", "H", "H", "H", "H", "H", "H"], "positions_angstrom": [[-0.529, 0.860, 0.592], [-2.601, 2.266, -1.279], [-2.461, 0.905, -0.712], [-3.679, 0.729, 0.124], [-3.799, -0.456, 1.080], [-2.757, -0.486, 2.218], [-1.873, 0.670, 2.138], [-1.896, 1.496, 3.125], [-1.282, 2.786, 3.194], [-1.374, 3.499, 4.405], [-0.942, 4.795, 4.508], [-0.423, 5.423, 3.365], [-0.326, 4.757, 2.168], [-0.729, 3.409, 2.045], [-0.615, 2.803, 0.901], [-2.444, -0.014, -1.876], [-2.088, -1.469, -1.613], [-0.679, -1.668, -1.085], [-0.448, -1.119, 0.252], [0.048, -1.933, 1.125], [0.664, -1.610, 2.369], [1.045, -2.681, 3.205], [1.802, -2.483, 4.325], [2.238, -1.180, 4.621], [1.903, -0.118, 3.822], [1.097, -0.289, 2.674], [0.793, 0.750, 1.963], [-3.576, 2.371, -1.769], [-1.828, 2.439, -2.020], [-2.508, 3.010, -0.493], [-4.544, 0.700, -0.550], [-3.769, 1.637, 0.719], [-3.797, -1.403, 0.551], [-4.796, -0.359, 1.516], [-2.164, -1.392, 2.157], [-3.267, -0.498, 3.182], [-2.491, 1.222, 3.999], [-1.794, 2.995, 5.270], [-1.012, 5.328, 5.447], [-0.092, 6.453, 3.428], [0.087, 5.238, 1.290], [-1.700, 0.378, -2.573], [-3.420, 0.041, -2.375], [-2.152, -1.983, -2.575], [-2.806, -1.955, -0.956], [0.029, -1.182, -1.764], [-0.437, -2.732, -1.100], [0.051, -2.996, 0.878], [0.741, -3.687, 2.931], [2.093, -3.316, 4.950], [2.862, -1.012, 5.492], [2.252, 0.885, 4.037], [1.935, -4.495, -5.823], [2.280, -3.748, -4.703], [1.899, -4.176, -3.426], [2.292, -3.464, -2.308], [3.056, -2.310, -2.447], [3.448, -1.884, -3.706], [3.065, -2.600, -4.826], [3.491, -1.409, -0.979], [4.655, -0.610, -1.252], [3.573, -2.390, 0.072], [2.180, -0.513, -0.634], [1.852, 0.519, -1.374], [0.785, 1.326, -0.956], [0.693, 2.524, -1.561], [1.432, 2.901, -2.650], [2.265, 1.909, -3.173], [2.461, 0.764, -2.577], [1.151, -5.114, -5.723], [1.989, -4.035, -6.713], [1.312, -5.083, -3.326], [2.052, -3.804, -1.307], [4.055, -0.992, -3.787], [3.380, -2.281, -5.814], [-0.015, 3.208, -1.120], [1.331, 3.879, -3.093], [2.778, 2.053, -4.122]]}

***

Entry 2:
{"formula": "C31H34F3N11O2SSeSm", "method": "ωB97M-V with the def2-TZVPD basis set", "molar_mass_da": 911.1, "charge": 1, "spin_multiplicity": 6, "gap_ev": [5.80, 5.82], "relative_energy_kj_mol": 0.0, "fmax_ev_per_a": 3.718, "symbols": ["Sm", "C", "C", "N", "N", "C", "N", "S", "C", "C", "C", "C", "C", "N", "H", "H", "H", "H", "H", "H", "H", "H", "H", "H", "F", "C", "F", "F", "C", "O", "O", "Se", "C", "C", "C", "N", "C", "C", "H", "H", "H", "H", "C", "C", "C", "C", "C", "N", "H", "H", "H", "H", "H", "H", "H", "H", "H", "C", "C", "N", "C", "C", "N", "C", "N", "N", "N", "C", "C", "C", "C", "C", "C", "H", "H", "H", "H", "H", "H", "H", "H", "H", "H", "H"], "positions_angstrom": [[11.554, 13.313, 12.563], [6.887, 12.458, 12.983], [8.220, 12.995, 12.619], [9.320, 12.674, 13.215], [9.119, 11.746, 14.275], [9.997, 11.661, 15.333], [9.691, 10.786, 16.304], [11.355, 12.642, 15.448], [8.301, 14.043, 11.634], [7.182, 14.655, 11.027], [7.353, 15.544, 9.978], [8.666, 15.778, 9.529], [9.760, 15.210, 10.241], [9.556, 14.296, 11.216], [6.106, 12.658, 12.214], [6.526, 12.873, 13.931], [6.845, 11.340, 13.123], [8.631, 10.852, 14.030], [8.737, 10.493, 16.446], [10.284, 10.803, 17.152], [6.158, 14.518, 11.435], [6.481, 15.925, 9.460], [8.850, 16.459, 8.732], [10.794, 15.408, 9.984], [10.089, 17.565, 14.414], [11.369, 17.074, 14.700], [11.233, 16.199, 15.715], [12.110, 18.116, 15.239], [11.984, 16.608, 13.399], [12.823, 17.371, 12.869], [11.548, 15.446, 13.011], [12.569, 12.907, 9.697], [11.620, 13.510, 8.102], [12.230, 14.384, 7.170], [11.747, 14.487, 5.876], [10.836, 13.649, 5.367], [10.237, 12.813, 6.199], [10.499, 12.820, 7.570], [13.097, 14.963, 7.526], [12.234, 15.118, 5.115], [9.566, 12.089, 5.737], [9.995, 12.110, 8.207], [17.077, 14.068, 11.567], [16.651, 13.677, 13.012], [17.019, 14.847, 14.005], [17.318, 12.402, 13.469], [15.186, 13.423, 12.960], [14.057, 13.232, 12.796], [18.189, 14.150, 11.499], [16.582, 15.014, 11.196], [16.723, 13.284, 10.918], [18.066, 14.841, 14.260], [16.436, 14.813, 14.910], [16.827, 15.828, 13.478], [18.447, 12.540, 13.505], [17.004, 11.576, 12.802], [17.000, 12.138, 14.453], [10.722, 9.731, 10.458], [11.560, 9.675, 11.653], [11.817, 10.694, 12.469], [12.682, 10.181, 13.432], [12.990, 8.897, 13.181], [12.243, 8.531, 12.074], [12.256, 7.246, 11.439], [13.546, 6.889, 10.950], [13.731, 5.576, 10.650], [14.839, 5.419, 9.996], [15.312, 6.693, 9.605], [16.165, 6.935, 8.573], [16.143, 8.275, 8.090], [15.501, 9.269, 8.795], [14.705, 9.056, 9.921], [14.525, 7.674, 10.273], [11.264, 9.982, 9.531], [9.918, 10.481, 10.582], [10.208, 8.775, 10.278], [12.975, 10.820, 14.281], [13.706, 8.237, 13.602], [11.521, 7.256, 10.557], [11.926, 6.419, 12.056], [16.760, 6.143, 8.087], [16.730, 8.564, 7.216], [15.555, 10.309, 8.466], [14.287, 9.913, 10.420]]}

***

Entry 3:
{"formula": "C31H34F5NO6S4", "method": "ωB97M-V with the def2-TZVPD basis set", "molar_mass_da": 739.9, "gap_ev": 8.51, "fmax_ev_per_a": 2.033, "smiles": "Cc1ccc(Cc2cccc3c2Sc2ccc(S(C)(=O)=O)c(C(F)(F)C(F)(F)F)c2N3)cc1.O=S1(=O)CCCC1.O=S1(=O)CCCC1", "symbols": ["C", "C", "C", "C", "C", "C", "C", "C", "C", "C", "C", "C", "S", "C", "C", "C", "C", "S", "C", "O", "O", "C", "C", "F", "F", "C", "F", "F", "F", "C", "N", "C", "C", "H", "H", "H", "H", "H", "H", "H", "H", "H", "H", "H", "H", "H", "H", "H", "H", "H", "H", "O", "S", "O", "C", "C", "C", "C", "H", "H", "H", "H", "H", "H", "H", "H", "O", "S", "O", "C", "C", "C", "C", "H", "H", "H", "H", "H", "H", "H", "H"], "positions_angstrom": [[0.890, -3.020, 0.136], [-0.039, -2.080, 0.887], [-0.771, -2.429, 2.002], [-1.566, -1.502, 2.645], [-1.701, -0.201, 2.197], [-2.588, 0.793, 2.946], [-1.726, 1.752, 3.784], [-1.285, 1.434, 5.060], [-0.489, 2.342, 5.729], [-0.110, 3.553, 5.188], [-0.545, 3.892, 3.923], [-1.342, 2.972, 3.245], [-1.814, 3.505, 1.587], [-0.268, 4.257, 1.090], [0.220, 4.062, -0.180], [1.437, 4.640, -0.486], [2.125, 5.379, 0.446], [3.717, 6.032, -0.123], [4.233, 5.107, -1.590], [4.707, 5.732, 0.878], [3.649, 7.424, -0.458], [1.623, 5.608, 1.740], [2.386, 6.464, 2.754], [2.936, 7.556, 2.188], [1.586, 6.948, 3.733], [3.495, 5.599, 3.514], [4.654, 6.232, 3.626], [3.055, 5.382, 4.781], [3.633, 4.379, 2.984], [0.410, 5.010, 2.049], [-0.209, 5.147, 3.329], [-0.991, 0.136, 1.052], [-0.168, -0.778, 0.423], [1.938, -2.690, 0.186], [0.792, -4.049, 0.488], [0.598, -2.969, -0.924], [-0.715, -3.452, 2.373], [-2.111, -1.848, 3.526], [-3.163, 0.207, 3.677], [-3.269, 1.343, 2.290], [-1.564, 0.490, 5.525], [-0.137, 2.082, 6.727], [0.527, 4.246, 5.736], [-0.365, 3.447, -0.860], [1.816, 4.486, -1.493], [3.821, 4.091, -1.511], [5.319, 5.002, -1.595], [3.809, 5.564, -2.489], [-1.039, 5.729, 3.220], [-1.043, 1.126, 0.609], [0.383, -0.455, -0.463], [-3.901, -3.896, 0.432], [-2.901, -4.340, -0.506], [-1.489, -4.266, -0.205], [-3.303, -6.008, -1.016], [-4.215, -5.820, -2.223], [-3.577, -4.699, -3.053], [-3.203, -3.568, -2.090], [-3.775, -6.541, -0.193], [-2.373, -6.503, -1.299], [-4.316, -6.742, -2.795], [-5.212, -5.516, -1.894], [-2.678, -5.079, -3.544], [-4.247, -4.342, -3.834], [-2.293, -3.037, -2.406], [-4.024, -2.861, -1.969], [-1.138, -4.117, -5.610], [-0.303, -3.628, -4.543], [-0.836, -2.819, -3.471], [0.592, -5.007, -3.840], [1.866, -5.093, -4.674], [2.344, -3.648, -4.857], [1.125, -2.808, -5.257], [-0.020, -5.905, -3.889], [0.816, -4.762, -2.800], [2.620, -5.710, -4.188], [1.645, -5.536, -5.649], [2.752, -3.278, -3.914], [3.132, -3.575, -5.606], [1.185, -1.794, -4.869], [0.989, -2.783, -6.337]]}